Entry 1:
{"formula": "C13F4N5O4SSeTl", "method": "the ωB97M-V functional and the def2-TZVPD basis", "homo_energy_ev": -9.65, "orbital_gap_ev": 5.47, "total_charge": 0, "multiplicity": 1, "relative_energy_kj_mol": 152.5, "species": ["Tl", "O", "S", "O", "O", "O", "F", "C", "C", "F", "C", "C", "C", "F", "C", "C", "C", "N", "C", "N", "F", "C", "C", "N", "C", "N", "Se", "C", "N"], "positions_angstrom": [[-1.904, 3.071, -1.084], [-2.024, 3.805, 1.422], [-0.611, 3.595, 1.085], [0.393, 3.794, 2.067], [-0.587, 2.165, 0.436], [-0.392, 4.410, -0.220], [3.190, -1.787, -1.542], [2.111, -1.703, -0.781], [2.078, -2.358, 0.390], [3.131, -3.068, 0.745], [0.937, -2.303, 1.278], [-0.184, -1.525, 0.794], [-0.140, -0.861, -0.370], [-1.237, -0.246, -0.799], [1.032, -0.854, -1.211], [1.115, -0.073, -2.337], [0.152, 0.940, -2.555], [-0.552, 1.831, -2.722], [2.182, -0.094, -3.285], [2.993, -0.059, -4.098], [-1.297, -1.509, 1.498], [0.909, -2.957, 2.474], [-0.205, -2.926, 3.370], [-1.046, -2.938, 4.152], [1.987, -3.759, 2.966], [2.794, -4.438, 3.421], [-6.394, 3.627, -1.341], [-4.772, 3.257, -1.705], [-3.660, 2.962, -2.048]], "forces_ev_per_a": [[0.609, 0.243, 0.571], [0.225, 0.063, 0.297], [-0.464, -0.364, -0.506], [0.052, -0.014, 0.024], [-0.063, -0.071, 0.094], [-0.113, 0.128, -0.274], [0.000, 0.014, -0.006], [0.129, -0.191, 0.189], [0.164, 0.081, -0.286], [-0.008, -0.036, 0.068], [0.013, -0.276, 0.512], [-0.170, 0.177, -0.228], [-0.130, -0.081, 0.254], [0.065, -0.087, 0.003], [-0.043, 0.349, -0.539], [0.142, -0.482, 0.556], [-0.206, 0.523, -0.310], [-0.112, 0.003, 0.034], [0.102, 0.040, -0.056], [-0.016, -0.016, 0.000], [0.016, -0.009, 0.033], [-0.003, 0.164, -0.354], [-0.133, 0.070, 0.171], [-0.004, -0.036, -0.020], [0.131, -0.144, 0.046], [0.003, 0.028, 0.011], [-0.320, 0.080, 0.070], [0.331, -0.061, 0.004], [-0.199, -0.094, -0.357]]}

Entry 2:
{"formula": "C13H10BrN2O3Pt", "method": "the ωB97M-V functional and the def2-TZVPD basis", "homo_energy_ev": -2.37, "orbital_gap_ev": 4.31, "total_charge": -1, "multiplicity": 1, "relative_energy_kj_mol": 171.8, "species": ["Pt", "O", "C", "O", "C", "C", "C", "C", "C", "C", "N", "C", "C", "C", "C", "C", "C", "N", "H", "H", "H", "H", "H", "H", "H", "H", "H", "H", "O", "Br"], "positions_angstrom": [[-2.535, -2.753, 0.000], [6.290, 0.758, 0.130], [5.728, -0.468, -0.030], [6.440, -1.433, -0.037], [4.237, -0.539, -0.030], [3.405, 0.579, -0.069], [2.029, 0.442, -0.070], [1.443, -0.828, -0.029], [2.278, -1.945, 0.005], [3.652, -1.803, 0.004], [0.067, -1.116, -0.022], [-0.781, -0.193, -0.013], [-3.120, 0.363, 0.004], [-2.936, 1.738, 0.004], [-4.067, 2.539, 0.011], [-5.320, 1.947, 0.018], [-5.369, 0.559, 0.018], [-4.295, -0.214, 0.012], [5.605, 1.429, 0.213], [3.801, 1.588, -0.117], [1.420, 1.335, -0.110], [1.805, -2.917, 0.033], [4.300, -2.668, 0.028], [-0.564, 0.869, -0.009], [-1.960, 2.198, -0.002], [-3.959, 3.616, 0.010], [-6.229, 2.532, 0.023], [-6.319, 0.035, 0.024], [-2.081, -0.556, -0.005], [-2.967, -5.096, 0.006]], "forces_ev_per_a": [[-0.065, -0.152, 0.000], [0.019, 0.057, -0.222], [-0.014, -0.079, 0.869], [0.014, 0.008, -0.357], [-0.023, 0.032, -0.236], [0.009, -0.003, -0.027], [-0.051, -0.027, 0.011], [0.014, -0.073, 0.000], [0.036, -0.014, 0.023], [-0.004, -0.014, -0.019], [0.235, 0.225, -0.018], [0.177, -0.074, 0.011], [0.013, -0.031, -0.004], [0.145, 0.293, -0.002], [-0.036, -0.110, 0.000], [0.065, -0.103, 0.001], [-0.166, 0.124, 0.005], [0.134, -0.002, -0.005], [-0.010, -0.002, -0.020], [0.010, 0.000, -0.021], [0.017, 0.020, -0.001], [-0.003, 0.002, 0.002], [-0.007, -0.001, -0.001], [-0.192, 0.066, 0.014], [-0.027, 0.010, 0.000], [0.000, 0.007, 0.000], [0.003, 0.014, 0.000], [0.004, 0.018, 0.000], [-0.302, -0.257, -0.002], [0.006, 0.067, 0.001]]}

Entry 3:
{"formula": "C13H10ClFeN3O2", "method": "the ωB97M-V functional and the def2-TZVPD basis", "homo_energy_ev": [-2.72, -4.04], "orbital_gap_ev": [5.79, 7.15], "total_charge": -1, "s2": 0.923, "multiplicity": 2, "species": ["Fe", "O", "C", "N", "C", "O", "C", "C", "C", "C", "C", "N", "C", "C", "C", "C", "C", "N", "H", "H", "H", "H", "H", "H", "H", "H", "Cl", "C", "H", "H"], "positions_angstrom": [[-0.125, 0.432, 0.738], [3.965, 0.067, 0.627], [2.776, 0.328, 0.600], [1.692, -0.385, 0.988], [1.742, -1.595, 1.595], [2.678, -2.321, 1.874], [0.314, -2.046, 1.958], [0.111, -3.167, 2.741], [-1.192, -3.519, 3.056], [-2.237, -2.754, 2.568], [-1.954, -1.645, 1.781], [-0.699, -1.302, 1.489], [2.325, 1.683, 0.020], [3.251, 2.673, -0.258], [2.784, 3.881, -0.753], [1.426, 4.050, -0.967], [0.564, 3.005, -0.668], [1.014, 1.851, -0.181], [0.976, -3.719, 3.080], [-1.388, -4.382, 3.680], [-3.268, -2.993, 2.794], [-2.714, -0.997, 1.367], [4.296, 2.469, -0.073], [3.478, 4.685, -0.968], [1.024, 4.979, -1.349], [-0.510, 3.063, -0.794], [-2.099, 0.953, -0.243], [-0.106, 1.294, 2.419], [-0.975, 1.286, 3.094], [0.803, 1.522, 2.997]], "forces_ev_per_a": [[0.997, -0.385, -0.254], [0.040, -0.114, 0.138], [-0.165, 0.597, -0.372], [-0.269, 0.051, -0.098], [-0.647, -0.209, 0.192], [0.160, 0.062, -0.004], [0.436, 0.113, -0.224], [-0.148, 0.018, -0.086], [0.127, -0.155, 0.098], [-0.105, 0.183, -0.155], [0.122, -0.252, 0.081], [-0.087, 0.178, 0.430], [0.148, -0.461, 0.136], [-0.135, 0.054, -0.107], [0.208, 0.009, 0.013], [-0.209, -0.082, -0.019], [0.219, 0.066, -0.085], [-0.186, 0.093, 0.451], [-0.004, -0.005, 0.011], [-0.017, 0.007, -0.008], [0.013, -0.024, 0.013], [-0.022, 0.009, 0.028], [0.006, 0.012, 0.002], [-0.017, 0.006, -0.007], [0.034, 0.007, -0.003], [-0.001, 0.020, 0.021], [-0.499, 0.131, -0.334], [-0.005, 0.132, 0.242], [-0.008, -0.053, -0.035], [0.014, -0.007, -0.065]]}